(1)
A cluster of 8 separate species, C51H94N2O19S2Si in total, computed with ωB97M-V/def2-TZVPD.

## Properties
- HOMO (eV) = -8.444
- SMILES = CCC(=O)OCCc1c([Si](C)(C)C)c(CCCCCCCOC)c(C[SH](=O)=O)c2nsnc12.CCOC(C)=O.CCOC(C)=O.CCOC(C)=O.CCOC(C)=O.CCOC(C)=O.CCOC(C)=O.CCOC(C)=O
- LUMO energy (eV) = -1.8259
- spin multiplicity = 1
- E_tot (eV) = -125822.56499
- gap between HOMO and LUMO (eV) = 6.618

Last column: Löwdin charge in e.
Positions of all 169 atoms, in Å:
C -8.41339 3.07227 2.86409  -0.128
C -8.89492 2.39586 4.31603  -0.147
C -7.99494 2.93881 5.59087  -0.246
O -8.61325 3.84705 6.39340  -0.046
O -6.61548 2.53668 5.90524  -0.098
C -6.21551 1.30462 5.20857  -0.196
C -4.68914 0.78844 5.54793  -0.128
C -4.08682 0.02431 4.19127  -0.050
C -3.29263 0.84028 2.96567  -0.080
Si -3.01144 2.73917 2.98003  0.520
C -3.11397 3.58540 1.22256  -0.205
C -1.15521 3.02270 3.55815  -0.201
C -4.15955 3.77432 4.11093  -0.221
C -2.72934 -0.16384 1.74650  -0.026
C -1.86131 0.45146 0.45549  -0.141
C -0.35426 1.00192 0.92940  -0.181
C 0.78354 0.59437 -0.17828  -0.196
C 0.40564 0.95829 -1.73146  -0.208
C -0.28434 2.42971 -1.95366  -0.209
C 0.80982 3.63934 -2.19633  -0.169
C 0.67941 4.65414 -0.90610  -0.244
O 1.57417 5.82131 -0.94843  -0.243
C 2.86485 5.33304 -0.38568  -0.119
C -2.96275 -1.81901 1.77813  -0.076
C -2.38445 -2.85727 0.62261  -0.240
S -0.58328 -3.36971 0.92036  0.804
O 0.07324 -3.70542 -0.47289  -0.466
O -0.54661 -4.71123 1.75148  -0.456
C -3.80747 -2.58851 2.99737  -0.209
N -4.05511 -4.09792 3.03815  -0.260
S -4.95966 -4.19128 4.56703  0.850
N -5.03188 -2.52008 5.18095  -0.290
C -4.34627 -1.61031 4.18660  -0.174
H -7.51228 2.48384 2.38304  0.067
H -9.30649 3.03124 2.07307  0.088
H -8.07149 4.18705 3.01786  0.091
H -8.92883 1.21894 4.25249  0.114
H -10.02013 2.77052 4.45334  0.132
H -6.23582 1.52738 4.03558  0.114
H -7.05265 0.49809 5.39568  0.141
H -4.81043 -0.01765 6.42009  0.121
H -3.97376 1.61277 5.96896  0.107
H -3.52671 4.69328 1.37818  0.062
H -2.02880 3.72616 0.74987  0.028
H -3.86174 3.04245 0.49133  0.014
H -0.64336 1.94737 3.57312  0.017
H -1.07919 3.59141 4.57814  0.048
H -0.57321 3.61690 2.70174  0.045
H -3.95287 4.92186 3.85443  0.069
H -5.30229 3.60798 3.92049  0.035
H -3.85051 3.66979 5.25903  0.061
H -1.60963 -0.39017 -0.35302  0.097
H -2.46878 1.26427 -0.14881  0.102
H -0.42596 2.18989 0.99425  0.075
H -0.11331 0.49672 1.95912  0.093
H 1.86025 1.00708 0.04077  0.119
H 0.88073 -0.59405 -0.12946  0.100
H -0.33432 0.16491 -2.20795  0.109
H 1.40021 0.93468 -2.38004  0.116
H -1.04802 2.75284 -1.12820  0.078
H -0.90953 2.35044 -2.96750  0.118
H 1.86199 3.13448 -2.28480  0.100
H 0.49688 4.21617 -3.19274  0.124
H 0.85032 3.99414 0.07371  0.118
H -0.46643 4.97206 -0.85901  0.132
H 3.27538 4.51822 -1.13022  0.102
H 2.73080 4.90788 0.70955  0.110
H 3.57568 6.27694 -0.28944  0.101
H -3.00922 -3.87221 0.61586  0.127
H -2.41870 -2.41154 -0.45865  0.104
H 0.20076 -2.35384 1.51026  0.090
O 5.50171 5.33156 0.58326  0.051
C 6.38975 5.66304 -0.20134  -0.497
O 6.72290 4.86051 -1.23696  -0.005
C 7.57940 5.25121 -2.32641  -0.226
C 9.03429 4.99685 -1.98755  -0.059
C 7.19003 6.91037 0.03047  0.010
H 7.39185 6.28586 -2.62603  0.117
H 7.29665 4.62695 -3.18092  0.110
H 9.35792 5.59496 -1.13137  0.068
H 9.67636 5.23734 -2.84010  0.086
H 9.18705 3.94710 -1.71654  0.087
H 8.03959 6.68003 0.67925  0.099
H 6.54912 7.64477 0.52875  0.095
H 7.53655 7.38291 -0.88659  0.073
O 4.95547 -3.12984 5.23707  0.074
C 4.10448 -4.00549 5.08491  -0.506
O 2.82271 -3.67428 4.81121  -0.015
C 1.81031 -4.61147 4.39907  -0.226
C 1.12918 -5.23394 5.60106  -0.058
C 4.44546 -5.45032 5.29996  0.003
H 2.21824 -5.35860 3.71289  0.118
H 1.07285 -4.03799 3.82712  0.101
H 1.83277 -5.81058 6.20766  0.068
H 0.31995 -5.89855 5.28424  0.086
H 0.71311 -4.45723 6.25097  0.074
H 4.31455 -5.69975 6.35655  0.097
H 5.49388 -5.60286 5.02437  0.094
H 3.86659 -6.13198 4.67981  0.072
O 9.46741 5.57088 -7.07972  0.078
C 8.32113 5.14491 -7.21636  -0.504
O 7.58021 4.81426 -6.13504  -0.020
C 6.17056 4.52337 -6.17255  -0.232
C 5.92938 3.05792 -6.47342  -0.064
C 7.75800 4.88643 -8.58243  0.004
H 5.64771 5.18698 -6.86659  0.115
H 5.78113 4.75255 -5.17472  0.115
H 6.31185 2.78205 -7.45989  0.069
H 4.86017 2.82853 -6.44032  0.084
H 6.44789 2.42642 -5.74463  0.086
H 8.02440 3.87397 -8.89814  0.099
H 8.19913 5.60560 -9.27999  0.095
H 6.68049 5.02638 -8.64358  0.071
O -4.93019 2.51515 -1.02605  0.044
C -5.65962 3.03567 -1.86931  -0.478
O -5.20759 4.05988 -2.62709  0.002
C -5.89350 4.58409 -3.77942  -0.227
C -6.88935 5.65240 -3.37543  -0.067
C -7.09354 2.61673 -2.00497  0.011
H -6.35082 3.78294 -4.36633  0.114
H -5.12554 5.03394 -4.41794  0.125
H -7.67178 5.24795 -2.72756  0.068
H -7.36365 6.09091 -4.25843  0.084
H -6.39096 6.44774 -2.81168  0.087
H -7.70804 3.20013 -1.31377  0.097
H -7.17025 1.55656 -1.74312  0.096
H -7.48046 2.70767 -3.01807  0.073
O 2.67062 -6.06007 -6.08523  0.079
C 2.61935 -6.36348 -4.89385  -0.504
O 1.43953 -6.69133 -4.32105  -0.055
C 1.30470 -7.27057 -3.00977  -0.221
C 1.23429 -6.19209 -1.94763  -0.071
C 3.84157 -6.27769 -4.02849  0.010
H 2.09524 -8.00068 -2.81630  0.116
H 0.36302 -7.83009 -3.01450  0.124
H 2.15347 -5.60093 -1.91373  0.072
H 1.07031 -6.63370 -0.96020  0.088
H 0.41730 -5.49543 -2.16205  0.070
H 3.92904 -5.26515 -3.62496  0.100
H 4.71889 -6.49253 -4.64699  0.095
H 3.85515 -7.00560 -3.21958  0.074
O 0.10772 0.07821 4.29210  0.040
C 0.05644 -0.22520 5.48348  -0.481
O -1.12338 -0.55305 6.05628  -0.014
C -1.25821 -1.13229 7.36756  -0.226
C -1.32862 -0.05381 8.42970  -0.061
C 1.27867 -0.13941 6.34884  0.021
H -0.46767 -1.86239 7.56103  0.110
H -2.19989 -1.69181 7.36283  0.121
H -0.40943 0.53735 8.46360  0.070
H -1.49259 -0.49542 9.41713  0.085
H -2.14560 0.64285 8.21528  0.078
H 1.36613 0.87313 6.75237  0.101
H 2.15599 -0.35425 5.73034  0.099
H 1.29224 -0.86732 7.15775  0.074
O 1.45572 -12.47351 -6.35217  0.072
C 0.81576 -11.46509 -6.64818  -0.506
O 1.45533 -10.32399 -6.98932  -0.005
C 0.81155 -9.17019 -7.56153  -0.217
C 0.28276 -8.25346 -6.47699  -0.060
C -0.68016 -11.44787 -6.53865  0.000
H 0.03971 -9.46246 -8.27867  0.110
H 1.57989 -8.64020 -8.13477  0.126
H -0.48317 -8.74657 -5.87225  0.072
H -0.15076 -7.34913 -6.91422  0.096
H 1.08772 -7.96348 -5.79382  0.049
H -0.96542 -11.16289 -5.52221  0.096
H -1.05356 -12.45606 -6.74485  0.092
H -1.16277 -10.79212 -7.26075  0.070

***

(2)
An isolated molecule of C5H10O2, computed with ωB97M-V/def2-TZVPD.

## Properties
- HOMO (eV) = -9.554
- SMILES = COC[C@@H](C)C=O
- LUMO energy (eV) = 0.8404
- spin multiplicity = 1
- E_tot (eV) = -9441.17890
- relative energy (zero: lowest compared OMol25 entry of this formula, charge and spin) (kJ/mol) = 179.9
- gap between HOMO and LUMO (eV) = 10.394

Last column: Löwdin charge in e.
Positions of all 17 atoms, in Å:
C -2.34770 -0.11593 -1.29813  -0.114
O -1.36453 -0.59034 -0.41833  -0.195
C -0.13221 0.06355 -0.59116  -0.240
C 0.80303 -0.45784 0.47036  -0.314
C 2.22313 0.12365 0.33851  -0.061
C 0.22345 -0.20528 1.86265  -0.207
O 0.97230 0.01885 2.78138  0.044
H -2.55044 0.95449 -1.13763  0.091
H -3.25837 -0.68548 -1.10383  0.090
H -2.04924 -0.25908 -2.34774  0.090
H -0.24978 1.15533 -0.46384  0.139
H 0.27838 -0.12173 -1.59362  0.133
H 0.87329 -1.55306 0.35088  0.157
H 2.89548 -0.26295 1.10955  0.080
H 2.65401 -0.12547 -0.64042  0.081
H 2.20880 1.21535 0.43389  0.087
H -0.86841 -0.29214 2.11363  0.139

***

(3)
A cluster of 10 separate species, H19O10 in total, computed with ωB97M-V/def2-TZVPD.

## Properties
- charge = -1
- HOMO (eV) = -7.105
- LUMO energy (eV) = 3.0295
- spin multiplicity = 1
- E_tot (eV) = -20784.55359
- relative energy (zero: lowest compared OMol25 entry of this formula, charge and spin) (kJ/mol) = 189.5
- gap between HOMO and LUMO (eV) = 10.134

Last column: Löwdin charge in e.
Positions of all 29 atoms, in Å:
O -1.23496 0.44899 -0.18635  -0.208
H -1.98416 -0.15073 -0.06188  -0.026
H 0.83082 3.48399 0.51431  0.024
O -3.63421 0.02509 1.50980  -0.058
H -3.43719 0.19474 0.58549  0.012
H -1.22588 -2.22244 0.31040  -0.004
O 1.25227 2.88142 -0.11290  -0.062
H -3.11200 -0.75609 1.74421  0.028
H 0.44616 2.33107 -0.17906  0.009
O -0.54071 0.95638 -2.69159  -0.133
H 4.15494 0.06748 -0.00394  0.011
H -0.61579 -0.50156 0.04502  0.035
O 3.95093 0.93311 -0.34318  -0.079
H 2.01548 -0.56326 -0.07626  -0.001
H -1.05730 0.68903 -1.86920  -0.006
O 1.68833 -3.64103 1.20776  -0.096
H 2.41574 -3.03392 1.38314  0.017
H 1.15619 -3.03666 0.65305  -0.015
O -1.65241 3.66938 0.46325  -0.067
H -1.59215 2.74524 0.17230  0.007
H -1.16356 4.03725 -0.28456  0.034
O 2.34097 -0.99344 -0.87687  -0.138
H 1.46911 -1.53814 -0.89284  0.065
H 3.11005 1.07050 -0.78594  0.007
O 0.30504 -1.43302 0.43720  -0.340
H 0.76915 -1.02974 1.17156  0.024
O -2.08544 -2.44769 -0.11544  -0.086
H 0.20228 0.50353 -2.24395  0.011
H -2.77172 -2.68948 0.52648  0.036

***

(4)
A structure of composition C43H41B2N10NdO3, computed with ωB97M-V/def2-TZVPD.

## Properties
- HOMO (eV) = -8.288
- LUMO energy (eV) = 0.5035
- spin multiplicity = 4
- E_tot (eV) = -82939.68130
- ⟨S²⟩ = 3.752
- gap between HOMO and LUMO (eV) = 8.792

Last column: Mulliken spin population.
Positions of all 100 atoms, in Å:
Nd -0.13275 0.39167 0.02588  3.020
C 3.02717 -3.81484 1.85946  0.000
C 2.66100 -2.36883 1.82763  0.002
C 3.49148 -1.30163 2.09033  -0.001
C 2.70197 -0.15976 1.92977  0.000
N 1.45326 -0.52149 1.61248  0.001
N 1.43803 -1.88737 1.53110  -0.005
B 0.19132 -2.74754 1.12002  -0.011
N -0.13801 -2.77059 -0.40815  -0.002
N -0.69957 -1.73009 -1.09068  -0.003
C -0.77070 -2.10214 -2.36846  0.001
C -0.29955 -3.40752 -2.51544  0.000
C 0.10178 -3.79340 -1.25321  0.001
C 0.67495 -5.11130 -0.85182  0.000
C -1.20659 -1.21255 -3.46164  -0.003
C -2.06250 -1.69689 -4.44935  0.000
C -2.42788 -0.89285 -5.51766  0.000
C -1.93389 0.40164 -5.61857  0.000
C -1.08351 0.89306 -4.63942  0.001
C -0.72565 0.08874 -3.56970  0.007
N -1.04506 -2.27624 1.88985  0.002
N -1.63095 -1.06575 1.66898  -0.004
C -2.67449 -1.00768 2.50745  0.002
C -2.74994 -2.18117 3.26828  0.000
C -1.70586 -2.96622 2.83835  0.001
C -1.31308 -4.32978 3.29986  0.000
C -3.60292 0.13015 2.64436  0.000
C -4.01325 0.89329 1.55914  0.001
C -4.90607 1.94095 1.73310  0.000
C -5.40796 2.23140 2.99356  0.000
C -5.01875 1.46167 4.08044  0.000
C -4.12350 0.41954 3.90574  0.001
C 3.17331 1.23970 1.99667  0.002
C 2.38351 2.31343 1.60039  -0.001
C 2.87518 3.60716 1.58665  0.000
C 4.18001 3.85392 1.98661  0.000
C 4.97803 2.79663 2.40175  0.000
C 4.48103 1.50353 2.40325  0.000
H 4.01468 -3.91656 2.30607  0.000
H 3.07211 -4.23519 0.85550  0.000
H 2.32088 -4.40547 2.44056  0.000
H 4.53401 -1.36047 2.34814  0.000
H 0.43867 -3.86937 1.43286  0.000
H -0.23229 -3.97863 -3.42557  0.000
H 0.66411 -5.77573 -1.71395  0.000
H 0.10020 -5.57530 -0.05119  0.000
H 1.70434 -5.01831 -0.51111  0.000
H -2.44755 -2.70610 -4.37053  0.000
H -3.09860 -1.27730 -6.27512  0.000
H -2.21521 1.02569 -6.45668  0.000
H -0.70175 1.90392 -4.69939  0.000
H -0.09338 0.50272 -2.79448  -0.005
H -3.49066 -2.43614 4.00642  0.000
H -2.01183 -4.66182 4.06546  0.000
H -0.30952 -4.33427 3.72655  0.000
H -1.32981 -5.05095 2.48268  0.000
H -3.65632 0.64669 0.57203  0.000
H -5.21888 2.51898 0.87396  0.000
H -6.10716 3.04703 3.12617  0.000
H -5.40786 1.67725 5.06730  0.000
H -3.80511 -0.16559 4.75971  0.000
H 1.35271 2.15612 1.32464  0.000
H 2.23423 4.41590 1.25999  0.000
H 4.57279 4.86211 1.97574  0.000
H 5.99638 2.97788 2.72010  0.000
H 5.12247 0.69323 2.72219  0.000
B -1.08521 3.62097 0.05300  -0.005
N -1.28995 3.14538 1.51666  0.003
C -1.85195 3.77329 2.55427  0.000
C -1.74084 2.96565 3.67336  -0.001
C -1.08746 1.82696 3.20937  0.002
N -0.82406 1.93870 1.90886  -0.004
N -2.13862 2.91922 -0.85503  0.002
C -3.26478 3.39644 -1.38614  0.000
C -3.90769 2.37006 -2.06292  0.000
C -3.07527 1.27140 -1.88149  0.002
N -2.00280 1.60893 -1.15641  -0.006
H -1.23238 4.81309 -0.01211  0.000
H 0.01524 3.24375 -0.31219  0.000
H -2.28173 4.75315 2.43178  0.000
H -2.09183 3.17091 4.66901  0.000
H -0.80280 0.93187 3.73972  0.000
H -3.53053 4.43223 -1.25623  0.000
H -4.82957 2.41526 -2.61504  0.000
H -3.19019 0.26487 -2.25187  0.000
O 3.17442 2.57228 -2.99634  0.000
C 3.67025 1.35927 -3.29114  0.000
C 4.66615 1.28913 -4.26644  0.000
C 5.19884 0.06827 -4.62623  0.000
C 4.75811 -1.11325 -4.02978  0.000
C 3.77885 -1.04610 -3.06118  -0.001
C 3.22645 0.17763 -2.67821  -0.003
C 2.17498 0.19394 -1.64032  0.006
O 1.61579 1.32230 -1.34263  -0.003
O 1.79695 -0.84583 -1.06985  0.000
H 2.45634 2.44173 -2.33943  0.000
H 4.99905 2.20835 -4.72889  0.000
H 5.96864 0.03208 -5.38711  0.000
H 5.17834 -2.06554 -4.32241  0.000
H 3.40800 -1.93752 -2.57162  0.000